Record 1
Below is a molecular structure, C32H83BMnO17 at a distorted geometry, with properties calculated with the ωB97M-V functional and the def2-TZVPD basis.

CARTESIAN COORDINATES (ANGSTROEM)
Mn: 2.83741 -27.93648 3.57405
O: 3.56671 -29.87479 -2.44800
O: 4.22749 -28.39851 5.17215
O: 1.40832 -19.51929 4.21826
O: 6.91233 -26.48595 4.55752
O: 4.19571 -26.01825 3.98781
O: 1.22087 -27.97362 5.04405
O: 1.31166 -22.64532 -5.19930
O: 2.56558 -21.95794 2.78800
O: 5.99698 -23.12487 -1.36806
O: -2.44239 -24.81595 2.78754
O: -4.61773 -26.39630 4.27688
O: 0.07755 -29.12874 -1.33609
O: 4.63261 -25.79793 -2.21611
O: -0.36864 -29.77782 6.95297
O: 2.21981 -30.09814 3.43024
O: 0.41392 -24.30566 -2.86344
O: 4.61376 -28.64075 2.42714
C: 6.61619 -25.31246 3.84065
C: 4.83430 -25.32540 -0.85577
C: 0.53317 -27.50413 6.19631
C: 2.23661 -20.75485 2.11247
C: 5.70500 -29.15574 3.22119
C: 4.81775 -28.66974 1.02079
C: -6.04582 -26.55941 4.53892
C: -1.18019 -24.41429 2.39186
C: 5.23532 -29.31391 4.72205
C: 1.48225 -24.08131 -5.08051
C: 2.13638 -29.72425 -2.53647
C: -0.49477 -28.84987 -0.14732
C: 3.82285 -25.16513 5.06167
C: 4.09355 -30.92631 -1.59065
C: 2.38179 -19.56374 3.12490
C: -0.59315 -28.37878 6.95640
C: 7.23652 -23.51608 -0.86315
C: 1.54827 -18.43093 5.08292
C: 4.87531 -23.80554 -0.71580
C: 3.42493 -32.25829 3.04902
C: 1.70445 -24.33966 -3.61373
C: 0.43813 -24.74844 -1.52026
C: -4.23119 -25.04521 4.43657
C: 4.10881 -28.37729 6.58523
C: 2.49152 -31.16207 2.54543
C: 4.58060 -27.22095 -2.27998
C: 1.08565 -22.22552 -6.56735
C: -2.67969 -24.87432 4.12891
C: 1.53534 -29.19016 -1.26033
C: 5.27303 -25.52141 3.15285
C: 8.21545 -26.38351 5.07815
C: 2.21679 -23.11373 1.98481
B: 2.02044 -26.62956 1.94741
H: 4.47600 -27.55394 -3.31259
H: -0.02920 -29.40266 0.66863
H: 3.50568 -31.14807 -0.69995
H: 3.39025 -27.60134 6.84919
H: 5.64382 -25.83331 -0.33155
H: -4.79289 -24.45060 3.71613
H: 1.32727 -27.46126 6.94174
H: -4.43664 -24.77902 5.47341
H: 8.04758 -23.33457 -1.56837
H: 4.47035 -32.04707 3.27392
H: 1.03947 -18.59084 6.03353
H: 1.82264 -27.69024 1.93979
H: -1.00406 -24.54791 1.32452
H: 1.65661 -30.65660 -2.83417
H: 3.38090 -19.54490 3.56026
H: 0.32535 -26.43492 6.15512
H: 4.23252 -31.84369 -2.16266
H: 0.56165 -25.83073 -1.55897
H: 1.14633 -23.11458 1.77934
H: 5.00415 -24.52125 2.81304
H: 2.25613 -25.26010 -3.42258
H: 2.59495 -18.29159 5.35336
H: 1.05235 -17.60368 4.57514
H: 5.45304 -27.70854 -1.84499
H: 2.69748 -23.13011 1.00666
H: -6.27185 -27.53924 4.11827
H: -1.52046 -29.16535 -0.33847
H: 1.82578 -29.88442 -0.47183
H: 0.60348 -24.52982 -5.54388
H: 7.44846 -24.57441 -0.71111
H: 8.03071 -26.98062 5.97115
H: 1.58997 -31.73382 2.32543
H: 2.26093 -18.69400 2.47910
H: -0.36789 -24.98477 2.84221
H: 1.94355 -22.54269 -7.16023
H: 2.44002 -24.00574 2.57012
H: 7.31523 -25.07871 3.03765
H: 3.91950 -23.47386 -1.12139
H: 5.31336 -27.80592 0.57776
H: 5.01795 -30.36864 4.89055
H: 5.07116 -28.22454 7.07374
H: 3.83763 -27.66578 -1.61800
H: 1.26859 -24.33587 -0.94735
H: 1.28048 -26.11370 1.35529
H: 2.10454 -28.97903 -3.33129
H: -0.41555 -27.78889 0.08962
H: -2.06685 -25.67403 4.54482
H: 1.91958 -28.19553 -1.03411
H: 7.42209 -22.95602 0.05337
H: 5.29411 -29.59776 0.70463
H: 3.94900 -25.64549 -0.30632
H: 5.07311 -30.56498 -1.27762
H: 6.46782 -24.40357 4.42375
H: 2.00235 -26.28209 2.96877
H: 4.69274 -24.90990 5.66686
H: -0.43890 -24.43324 -0.95496
H: 3.79975 -28.68382 0.63145
H: -6.80899 -25.89171 4.13912
H: 0.82883 -21.17184 -6.67640
H: -0.77547 -27.94164 7.93812
H: 3.01779 -26.50642 1.55451
H: 3.13281 -25.66848 5.73886
H: 6.13841 -29.02878 5.26171
H: 5.34065 -26.15982 2.27196
H: -1.09007 -23.35708 2.64145
H: 4.90401 -23.32134 0.26033
H: 3.72694 -29.35211 6.88855
H: 2.33375 -23.56905 -3.16848
H: 6.50348 -28.41686 3.15348
H: -6.24900 -26.55326 5.60980
H: 2.83899 -30.92879 1.53897
H: 3.02163 -32.60287 4.00124
H: 6.04781 -30.09942 2.79686
H: 0.21006 -22.68630 -7.02465
H: -1.60096 -28.16129 6.60270
H: 3.44771 -33.06348 2.31468
H: 3.39949 -24.22876 4.69824
H: 2.41798 -24.36068 -5.56473
H: 8.94907 -26.88474 4.44674
H: -2.35344 -23.94167 4.58915
H: 2.64738 -20.71931 1.10346
H: 1.16939 -20.76245 1.89094
H: 8.46087 -25.41299 5.50938

Values from the calculation:
Kohn-Sham gap (spin up / spin down) in eV: 5.9 / 6.0
⟨S²⟩: 12.0083
2S+1: 7
Charge: -1


Record 2
Below is 3 unconnected molecules or ions with the total composition C31H36BF16N4O9PS2 at a distorted geometry, with properties calculated with the ωB97M-V functional and the def2-TZVPD basis.

CARTESIAN COORDINATES (ANGSTROEM)
S: -0.22299 -1.22730 0.33126
S: -0.40983 0.52558 2.89544
P: 1.19510 3.05536 1.02193
F: -1.26729 -2.83943 2.37770
F: -2.81816 -0.53429 3.27834
F: -2.46562 3.64844 1.71358
F: -3.77927 0.35375 0.91302
F: -3.84847 2.89467 0.11241
F: -4.76817 -5.08794 1.04393
F: -4.30134 1.83928 2.45695
F: -3.95503 -2.52899 1.49921
F: -2.00305 -4.86495 0.39782
F: 0.11945 -3.79980 0.89022
F: -3.95231 -2.04304 -0.74784
F: -2.52447 1.50037 4.07744
F: -1.69740 2.29203 -0.08676
F: -1.70950 -3.40527 -1.30672
F: -4.30056 -4.90598 -1.27337
F: -5.84168 -3.59804 -0.26830
O: -0.16666 -0.59421 3.92051
O: 2.53669 1.99391 -1.64974
O: 0.12985 1.70793 3.70665
O: 0.30644 1.09372 -1.90746
O: 0.68159 -1.74769 -0.77997
O: 2.92074 0.86506 0.64045
O: 3.58988 -1.43931 0.30588
O: -1.40981 -0.62429 -0.41551
O: 1.88588 -2.04659 2.28649
N: 2.42894 3.74527 1.76989
N: 7.31802 -1.77107 0.40025
N: 6.30831 0.35983 0.01967
N: 7.26385 -0.19323 2.32995
C: -0.97337 -2.34451 -8.57516
C: -0.91148 -2.78629 1.03152
C: -3.13423 1.30686 1.77350
C: -1.32111 -2.70391 -7.27633
C: 0.92630 0.40632 -3.06191
C: -0.46851 -2.40123 -6.21931
C: -3.54628 -3.00642 0.24065
C: 2.98218 -0.53643 0.89064
C: -7.50393 5.91238 -2.38243
C: 1.47326 1.18384 0.61425
C: -8.33838 6.52001 -1.44941
C: 6.97803 -0.60149 0.92858
C: 4.36925 0.14405 3.25656
C: -4.57413 -4.24704 -0.06371
C: 2.12925 -2.68215 3.52972
C: 1.21062 -4.00408 3.82696
C: 0.73306 -1.74219 -6.46049
C: 0.22392 -1.67735 -8.81510
C: 6.71586 -1.16351 3.32481
C: -2.68088 2.53760 0.87566
C: 2.78371 0.20924 3.23662
C: -8.11216 6.33650 -0.08884
C: 1.95129 -0.63330 2.17408
C: -2.21095 0.72147 2.89377
C: 1.07823 -1.37795 -7.75858
C: -6.22421 4.92613 -0.59388
C: -7.05323 5.54125 0.33919
C: 0.62100 0.03905 1.43556
C: -2.05143 -3.46220 0.06600
C: -6.44823 5.11267 -1.95449
C: 5.10478 -1.25195 3.33098
B: 1.37156 1.35951 -1.00713
H: 2.55061 1.33880 3.12164
H: -8.76101 6.81317 0.63842
H: 4.83052 -1.99231 2.48512
H: -1.63612 -2.58369 -9.39994
H: 2.15143 2.85742 -1.95397
H: 3.15895 3.04165 1.93764
H: 2.42505 -0.00445 4.31713
H: 0.19504 -0.31191 -3.57721
H: -5.40237 4.30154 -0.26053
H: 0.18140 -3.74004 4.23402
H: 5.60445 -0.13190 -0.55913
H: 1.76726 -4.52760 4.69888
H: 7.07579 -0.88841 4.38928
H: 0.01124 3.29688 1.77573
H: 1.40029 -1.51124 -5.63665
H: 2.04006 -2.08195 4.49118
H: 0.49188 -1.39112 -9.82688
H: -0.74056 -2.68018 -5.20622
H: 5.88994 1.12556 0.56357
H: 4.84907 0.74146 2.38732
H: 8.29614 -0.27624 2.41615
H: -6.87507 5.40006 1.39988
H: -5.80039 4.63486 -2.68194
H: 4.70002 0.73875 4.19648
H: 1.21974 -4.74697 2.96595
H: 1.80949 -0.25651 -2.71522
H: 2.01330 -0.86073 -7.94637
H: 4.81630 -1.80852 4.30518
H: 7.13021 -2.22934 3.14135
H: 7.79731 -2.32886 1.12851
H: -2.25680 -3.21980 -7.08853
H: -9.16559 7.13802 -1.78303
H: 1.02892 3.83977 -0.19623
H: 1.34696 1.13187 -3.83372
H: -7.67656 6.06102 -3.44306
H: 3.19014 -3.14767 3.49961

Values from the calculation:
Kohn-Sham gap in eV: 7.4
SMILES: [H]/N=C(/N)NCCCC[C@]1(OCC)C(=O)O[C@@]([PH2]=N)(B(O)OC)[C@@]1(S(=O)(=O)C(F)(F)C(F)(F)C(F)(F)F)S(=O)(=O)C(F)(F)C(F)(F)C(F)(F)C(F)(F)F.c1ccccc1.c1ccccc1